Entry 1:
C28H36O16S4Zn | ωB97M-V/def2-TZVPD

Values from the calculation:
HOMO-LUMO gap (eV): 3.78

Geometry as ORCA input:
```
! RIJCOSX wB97M-V def2-TZVPD def2/J DEFGRID3
* xyz -2 1
Zn -13.207 -6.051 -17.252
C -16.155 -7.650 -18.475
C -17.388 -8.262 -18.824
C -18.047 -8.081 -20.250
O -19.137 -8.597 -20.413
C -17.151 -7.580 -21.271
C -15.812 -7.186 -20.876
C -15.320 -7.226 -19.451
O -14.245 -6.673 -18.980
O -15.008 -6.848 -21.805
O -18.083 -8.792 -17.954
H -15.838 -7.639 -17.442
H -17.491 -7.545 -22.296
C -15.475 -6.220 -14.585
C -15.353 -5.053 -15.367
C -15.932 -3.727 -14.765
O -15.695 -2.585 -15.305
C -16.460 -3.765 -13.407
C -16.449 -4.911 -12.706
C -16.060 -6.192 -13.353
O -16.046 -7.326 -12.701
O -16.842 -4.787 -11.455
O -14.726 -4.984 -16.497
H -15.074 -7.115 -15.038
H -16.748 -2.813 -12.985
C -10.182 -3.743 -13.621
C -11.171 -4.033 -12.405
C -12.346 -4.813 -13.091
S -11.613 -5.822 -14.300
O -12.303 -5.592 -15.565
O -11.478 -7.183 -13.764
C -9.934 -5.067 -14.271
H -9.269 -3.238 -13.304
H -10.600 -2.960 -14.254
H -11.548 -3.060 -12.090
H -10.552 -4.437 -11.604
H -12.964 -4.053 -13.567
H -13.029 -5.474 -12.557
H -9.498 -5.035 -15.270
H -9.261 -5.479 -13.519
C -11.475 -3.841 -21.841
C -10.388 -2.992 -21.241
C -10.599 -2.952 -19.773
S -12.299 -3.213 -19.315
O -12.879 -1.886 -19.023
O -12.492 -4.389 -18.371
C -12.798 -3.703 -20.978
H -11.144 -4.880 -21.837
H -11.694 -3.656 -22.892
H -10.328 -2.013 -21.717
H -9.385 -3.369 -21.443
H -10.335 -2.050 -19.220
H -10.017 -3.676 -19.203
H -13.349 -2.850 -21.375
H -13.352 -4.639 -21.046
C -15.123 -10.697 -14.729
C -13.893 -10.150 -14.095
C -12.828 -10.186 -15.201
S -13.584 -9.389 -16.596
O -13.229 -10.098 -17.810
O -13.437 -7.901 -16.462
C -15.190 -10.013 -16.094
H -16.063 -10.686 -14.177
H -14.962 -11.763 -14.893
H -13.518 -10.791 -13.297
H -14.005 -9.128 -13.730
H -12.587 -11.228 -15.412
H -11.840 -9.772 -15.003
H -15.514 -10.727 -16.851
H -16.009 -9.295 -16.056
C -8.815 -7.215 -20.564
C -9.802 -8.307 -21.083
C -11.093 -8.304 -20.252
S -10.560 -7.838 -18.487
O -10.491 -9.110 -17.710
O -11.396 -6.752 -17.902
C -8.819 -7.282 -19.001
H -9.248 -6.313 -20.996
H -7.818 -7.320 -20.992
H -9.326 -9.282 -21.187
H -9.963 -8.127 -22.146
H -11.601 -9.266 -20.181
H -11.782 -7.478 -20.428
H -8.169 -8.012 -18.519
H -8.652 -6.317 -18.522
*
```


Entry 2:
C28H37AsGdN3O2S2 | ωB97M-V/def2-TZVPD

Values from the calculation:
HOMO-LUMO gap (alpha / beta) (eV): 8.06 / 5.50
<S²>: 16.0391

Geometry as ORCA input:
```
! RIJCOSX wB97M-V def2-TZVPD def2/J DEFGRID3
* xyz 0 8
Gd -0.034 0.279 0.037
C 2.066 -0.903 -2.574
N 1.986 -1.084 -1.108
C 1.628 -2.492 -0.796
C 1.515 -2.673 0.720
N 0.267 -2.089 1.214
C 0.354 -1.880 2.703
C -0.918 -2.846 0.905
C -0.831 -4.166 0.501
C -1.956 -4.902 0.175
C -3.216 -4.311 0.331
C -3.269 -3.007 0.809
C -2.142 -2.243 0.998
S -2.394 -0.497 1.303
C 3.302 -0.810 -0.500
C 4.416 -1.537 -0.922
C 5.584 -1.588 -0.115
C 5.570 -0.931 1.111
C 4.482 -0.122 1.469
C 3.365 -0.031 0.663
S 2.104 1.035 1.393
H 2.774 -1.605 -2.964
H 2.387 0.117 -2.762
H 1.091 -1.100 -3.085
H 2.340 -3.222 -1.186
H 0.695 -2.709 -1.285
H 2.284 -2.160 1.243
H 1.651 -3.718 1.040
H 0.720 -2.827 3.235
H -0.599 -1.586 3.036
H 1.014 -1.052 2.925
H 0.132 -4.611 0.368
H -1.820 -5.876 -0.221
H -4.134 -4.770 0.117
H -4.254 -2.550 0.895
H 4.459 -2.050 -1.836
H 6.476 -2.149 -0.454
H 6.439 -0.957 1.771
H 4.483 0.502 2.379
O -0.623 2.362 -3.745
C -0.509 1.469 -2.911
O 0.137 1.492 -1.805
C -1.160 0.134 -3.179
C -1.487 -0.225 -4.494
C -2.200 -1.440 -4.631
C -2.456 -2.228 -3.507
C -1.948 -1.829 -2.279
N -1.324 -0.644 -2.123
H -1.350 0.551 -5.253
H -2.521 -1.772 -5.602
H -3.123 -3.074 -3.615
H -2.154 -2.372 -1.354
C 1.240 4.551 0.583
C 0.518 4.110 1.825
As -0.976 2.897 1.493
C -2.305 3.977 0.535
C -2.599 3.476 -0.866
C -1.948 2.985 3.195
C -2.302 4.375 3.790
H 2.175 5.081 0.814
H 0.605 5.213 -0.016
H 1.461 3.684 -0.044
H 0.109 4.932 2.406
H 1.213 3.535 2.407
H -1.942 5.002 0.551
H -3.202 3.909 1.089
H -1.703 3.571 -1.482
H -3.420 4.014 -1.371
H -2.908 2.441 -0.890
H -1.402 2.412 3.925
H -2.817 2.330 3.087
H -1.350 4.950 3.975
H -2.772 4.281 4.781
H -2.973 4.969 3.178
*
```


Entry 3:
C28H37Br2FeGeN3O6SSe | ωB97M-V/def2-TZVPD

Values from the calculation:
HOMO-LUMO gap (eV): 7.41

Geometry as ORCA input:
```
! RIJCOSX wB97M-V def2-TZVPD def2/J DEFGRID3
* xyz 0 1
Fe -0.896 -0.194 -0.662
O -1.601 1.705 -0.685
C -1.158 2.573 0.068
C 0.065 2.540 0.817
C 0.320 3.644 1.641
C 1.482 3.717 2.357
C 2.451 2.701 2.261
C 2.232 1.624 1.458
C 1.021 1.473 0.707
O 0.868 0.441 -0.022
N 1.728 4.865 3.215
O 0.880 5.738 3.264
O 2.771 4.889 3.845
H -1.744 3.499 0.171
H -0.402 4.447 1.718
H 3.364 2.797 2.833
H 2.969 0.838 1.366
Br -2.856 0.640 3.928
C -3.637 -0.061 2.353
C -5.020 -0.296 2.343
C -5.654 -0.734 1.216
Br -7.522 -1.054 1.268
C -4.928 -0.921 0.016
C -5.479 -1.325 -1.220
C -4.674 -1.436 -2.317
C -3.308 -1.130 -2.202
N -2.766 -0.756 -1.069
C -3.543 -0.671 0.047
C -2.834 -0.289 1.242
O -1.553 -0.164 1.195
H -5.586 -0.120 3.247
H -6.537 -1.538 -1.285
H -5.071 -1.746 -3.273
H -2.647 -1.202 -3.054
C -2.094 -3.641 2.968
C -0.774 -3.521 3.727
C -0.223 -2.096 3.661
S 0.797 -1.781 2.205
O 0.302 -2.712 1.113
C 2.315 -2.595 2.774
C 3.112 -3.127 1.587
C 3.615 -2.032 0.657
H -2.523 -4.639 3.074
H -1.947 -3.438 1.908
H -2.820 -2.920 3.352
H -0.047 -4.232 3.329
H -0.929 -3.783 4.775
H 0.410 -1.822 4.509
H -1.033 -1.371 3.606
H 2.063 -3.391 3.475
H 2.869 -1.815 3.305
H 2.473 -3.817 1.033
H 3.948 -3.709 1.979
H 2.797 -1.409 0.286
H 4.117 -2.468 -0.208
H 4.334 -1.382 1.163
N -0.390 -3.073 -1.334
C -0.417 -2.045 -0.724
H -0.073 -3.957 -0.958
C 2.761 1.343 -5.267
Ge 2.576 2.199 -3.521
C 3.752 1.381 -2.198
C 2.925 4.115 -3.652
C 0.739 1.926 -2.890
Se 0.285 0.031 -2.812
C -0.768 -0.015 -4.441
H 3.774 1.471 -5.651
H 2.068 1.785 -5.984
H 2.558 0.274 -5.192
H 4.789 1.417 -2.532
H 3.475 0.340 -2.025
H 3.672 1.915 -1.249
H 3.951 4.290 -3.975
H 2.787 4.593 -2.682
H 2.254 4.590 -4.368
H -0.007 2.424 -3.509
H 0.646 2.299 -1.873
H -0.135 0.307 -5.264
H -1.633 0.640 -4.352
H -1.084 -1.041 -4.611
*
```


Entry 4:
C28H37BrCl5N2O4PdSbSi3 | ωB97M-V/def2-TZVPD

Values from the calculation:
HOMO-LUMO gap (alpha / beta) (eV): 7.03 / 3.53
<S²>: 6.0161

Geometry as ORCA input:
```
! RIJCOSX wB97M-V def2-TZVPD def2/J DEFGRID3
* xyz 2 5
Pd -0.436 -21.550 0.864
C -5.453 -24.008 3.391
C -3.970 -23.731 3.345
C -3.111 -23.980 4.447
C -1.756 -23.695 4.374
C -1.291 -23.207 3.149
Br 0.585 -22.792 2.966
N -2.051 -22.978 2.084
C -3.376 -23.197 2.191
H -5.688 -24.774 4.157
H -5.792 -24.376 2.424
H -6.018 -23.100 3.637
H -3.540 -24.397 5.368
H -1.063 -23.823 5.214
H -3.970 -22.891 1.324
Cl -2.100 -20.012 -0.467
C -0.519 -19.238 -0.513
C 0.353 -19.401 0.631
C 1.767 -19.468 0.425
Cl 2.772 -20.310 1.526
C 2.234 -18.801 -0.664
Cl 3.925 -18.674 -0.968
C 1.350 -18.241 -1.631
Cl 1.916 -17.221 -2.865
C -0.023 -18.586 -1.604
Cl -1.060 -18.213 -2.932
C 3.271 -23.554 0.011
Si 2.219 -23.463 -1.531
C 2.478 -24.908 -2.702
C 2.086 -21.822 -2.395
Sb -0.365 -23.697 -0.483
Si -2.030 -23.462 -2.566
C -3.715 -23.793 -1.805
C -1.459 -24.843 -3.696
C -1.959 -21.835 -3.493
Si -0.350 -26.162 0.698
C 0.740 -26.291 2.195
C -2.149 -26.475 1.116
C 0.168 -27.401 -0.627
H 4.296 -23.187 -0.137
H 3.337 -24.605 0.363
H 2.816 -22.943 0.806
H 3.463 -24.883 -3.198
H 1.728 -24.908 -3.488
H 2.400 -25.879 -2.201
H 3.040 -21.274 -2.506
H 1.413 -21.185 -1.802
H 1.633 -21.934 -3.386
H -3.792 -24.803 -1.368
H -4.480 -23.691 -2.586
H -3.942 -23.060 -1.029
H -1.211 -25.766 -3.153
H -0.575 -24.547 -4.285
H -2.241 -25.099 -4.416
H -2.497 -21.030 -2.966
H -2.391 -21.934 -4.489
H -0.910 -21.514 -3.642
H 0.236 -25.888 3.092
H 1.683 -25.732 2.067
H 0.998 -27.339 2.405
H -2.581 -25.614 1.636
H -2.225 -27.361 1.771
H -2.749 -26.686 0.222
H 1.264 -27.446 -0.774
H -0.250 -27.153 -1.609
H -0.163 -28.403 -0.362
O 0.012 -18.721 1.861
C -1.007 -19.152 2.668
O -1.577 -20.248 2.567
C -1.312 -18.139 3.706
C -0.642 -16.906 3.776
C -0.993 -15.968 4.748
C -2.014 -16.223 5.650
C -2.650 -17.484 5.578
C -2.306 -18.461 4.632
N -3.721 -17.776 6.542
O -4.003 -16.875 7.298
O -4.195 -18.898 6.457
H 0.176 -16.720 3.077
H -0.457 -15.009 4.757
H -2.332 -15.538 6.447
H -2.845 -19.422 4.573
*
```